(1)
Density functional theory data (ωB97M-V with the def2-TZVPD basis set) for C31H23CoF3IN2O4 as an isolated structure.

ORCA input file:
```
! RIJCOSX wB97M-V def2-TZVPD def2/J DEFGRID3
* xyz 0 1
Co -0.2313 0.9021 0.6857
C -4.0937 3.0314 1.5274
C -4.0086 1.5396 1.5987
N -5.1110 0.8278 1.5151
C -5.0492 -0.5121 1.6107
C -3.8846 -1.2039 1.8397
C -3.8769 -2.7029 1.9453
O -2.9414 -3.3009 1.0485
C -2.6895 -0.4649 1.9091
C -1.4216 -1.1059 2.1908
N -0.2762 -0.6303 1.8615
C 0.9074 -1.3573 2.1350
C 1.0246 -2.7055 1.8315
C 2.2174 -3.3642 2.0901
C 3.2901 -2.6752 2.6399
C 3.1764 -1.3222 2.9324
C 1.9849 -0.6675 2.6759
I 1.7708 1.3637 3.0930
C -2.7286 0.9301 1.7412
O -1.6339 1.6400 1.7540
H -5.1206 3.3295 1.3316
H -3.4325 3.4240 0.7524
H -3.7582 3.4771 2.4663
H -5.9884 -1.0426 1.4980
H -4.8866 -3.0854 1.7713
H -3.5759 -3.0248 2.9449
H -3.0558 -2.8801 0.1888
H -1.4415 -2.0507 2.7318
H 0.1909 -3.2181 1.3670
H 2.3113 -4.4140 1.8465
H 4.2236 -3.1858 2.8353
H 4.0110 -0.7797 3.3545
C -1.4367 4.0891 -1.6786
C -1.3243 2.6901 -1.1437
O -0.3834 2.4822 -0.3630
C -2.2648 1.6714 -1.5565
C -3.4032 2.0229 -2.3129
C -4.2396 1.0756 -2.8374
C -3.9249 -0.2805 -2.6548
C -2.8312 -0.6625 -1.9247
C -1.9943 0.2982 -1.3100
O -0.9982 -0.1524 -0.6000
H -0.5603 4.6526 -1.3726
H -2.3282 4.5656 -1.2654
H -1.5276 4.0926 -2.7635
H -3.6253 3.0696 -2.4719
H -5.1166 1.3643 -3.3988
H -4.5549 -1.0398 -3.1015
H -2.5633 -1.7043 -1.8011
F 8.3035 0.4638 -3.2903
C 7.7159 -0.6273 -2.7733
F 7.6689 -1.5522 -3.7541
F 8.5522 -1.1172 -1.8343
C 6.3557 -0.3411 -2.2120
C 5.8273 0.9399 -2.2270
C 4.5680 1.1717 -1.6975
C 3.8252 0.1269 -1.1472
C 4.3739 -1.1607 -1.1374
C 5.6280 -1.3926 -1.6662
C 2.5252 0.3572 -0.5927
C 1.4395 0.5652 -0.1016
H 6.3968 1.7548 -2.6513
H 4.1482 2.1682 -1.7051
H 3.7993 -1.9716 -0.7096
H 6.0468 -2.3909 -1.6576
*
```

HOMO (spin up / spin down) (eV): -8.20 / -8.20
Frontier orbital gap (spin up / spin down) (eV): 7.5 / 7.5

In elementary charge units, the natural (NBO) charges are:
1. Co 1.19
2. C -0.64
3. C 0.15
4. N -0.39
5. C -0.02
6. C -0.04
7. C -0.09
8. O -0.72
9. C -0.22
10. C 0.22
11. N -0.47
12. C 0.18
13. C -0.25
14. C -0.19
15. C -0.20
16. C -0.23
17. C -0.17
18. I 0.25
19. C 0.42
20. O -0.78
21. H 0.23
22. H 0.21
23. H 0.23
24. H 0.19
25. H 0.18
26. H 0.19
27. H 0.47
28. H 0.21
29. H 0.24
30. H 0.22
31. H 0.22
32. H 0.23
33. C -0.70
34. C 0.63
35. O -0.56
36. C -0.35
37. C -0.12
38. C -0.28
39. C -0.14
40. C -0.30
41. C 0.49
42. O -0.64
43. H 0.25
44. H 0.24
45. H 0.24
46. H 0.21
47. H 0.22
48. H 0.22
49. H 0.21
50. F -0.32
51. C 0.97
52. F -0.33
53. F -0.33
54. C -0.17
55. C -0.17
56. C -0.19
57. C -0.13
58. C -0.14
59. C -0.19
60. C -0.08
61. C -0.28
62. H 0.23
63. H 0.22
64. H 0.21
65. H 0.22

(2)
Density functional theory data (ωB97M-V with the def2-TZVPD basis set) for C31H23N4O10P2V as an isolated structure.

ORCA input file:
```
! RIJCOSX wB97M-V def2-TZVPD def2/J DEFGRID3
* xyz 2 1
V 0.5025 -0.8452 1.1657
N -2.2060 0.1594 -0.1148
P -0.7879 1.0289 0.1799
C -1.1686 2.4929 1.1175
C -2.2958 3.1806 0.6448
C -2.6797 4.3578 1.2588
C -1.9391 4.8532 2.3274
C -0.8107 4.1802 2.7745
C -0.4167 2.9957 2.1744
C 0.0519 1.4420 -1.3321
C 0.2331 0.4745 -2.3273
C 0.9527 0.7968 -3.4613
C 1.4992 2.0709 -3.5990
C 1.3229 3.0274 -2.6066
C 0.6026 2.7197 -1.4629
P -1.7669 -1.4233 0.2623
C -2.7725 -2.0877 1.5743
C -4.0732 -1.6299 1.7797
C -4.8465 -2.2209 2.7654
C -4.3274 -3.2535 3.5357
C -3.0306 -3.7069 3.3286
C -2.2449 -3.1255 2.3476
C -1.7828 -2.4119 -1.2147
C -1.1914 -3.6767 -1.1700
C -1.2434 -4.4873 -2.2894
C -1.8865 -4.0396 -3.4388
C -2.4732 -2.7806 -3.4768
C -2.4207 -1.9540 -2.3667
H -3.1279 0.5622 0.0041
H -2.8580 2.8207 -0.2117
H -3.5476 4.8930 0.8986
H -2.2397 5.7765 2.8046
H -0.2274 4.5804 3.5928
H 0.4754 2.4957 2.5128
H -0.1929 -0.5165 -2.2202
H 1.0855 0.0609 -4.2435
H 2.0604 2.3194 -4.4904
H 1.7410 4.0186 -2.7240
H 0.4700 3.4605 -0.6860
H -4.4956 -0.8331 1.1796
H -5.8582 -1.8749 2.9302
H -4.9381 -3.7083 4.3041
H -2.6307 -4.5115 3.9309
H -1.2322 -3.4794 2.1905
H -0.6910 -4.0263 -0.2746
H -0.7844 -5.4662 -2.2675
H -1.9290 -4.6776 -4.3115
H -2.9740 -2.4415 -4.3737
H -2.8656 -0.9672 -2.4015
O 2.8180 -2.9525 -1.1142
C 2.5063 -1.9254 -0.6258
O 1.1988 -1.7938 -0.1063
C 3.3083 -0.6858 -0.5180
C 4.5090 -0.6721 -1.2221
C 5.3142 0.4335 -1.1562
C 4.9772 1.5328 -0.3958
C 3.7834 1.5301 0.2870
C 2.9194 0.4239 0.2540
O 1.7919 0.3987 0.9792
N 3.4479 2.7309 1.0561
O 4.3603 3.4325 1.4098
O 2.2651 2.9571 1.2525
N 6.5826 0.4520 -1.9247
O 6.8502 -0.5452 -2.5524
O 7.2607 1.4472 -1.8219
H 4.8052 -1.5296 -1.8126
H 5.6382 2.3878 -0.3410
O 0.8857 -0.1511 4.5332
N 0.4079 -0.5353 3.5384
O 0.8461 -1.5939 2.9040
O -0.5173 0.0365 2.8567
*
```

HOMO (spin up / spin down) (eV): -15.21 / -15.21
Frontier orbital gap (spin up / spin down) (eV): 6.6 / 6.6

In elementary charge units, the Löwdin charges are:
1. V 0.93
2. N -0.26
3. P 1.03
4. C -0.34
5. C -0.08
6. C -0.04
7. C -0.02
8. C -0.02
9. C -0.08
10. C -0.32
11. C -0.08
12. C -0.04
13. C -0.02
14. C -0.03
15. C -0.06
16. P 0.98
17. C -0.34
18. C -0.06
19. C -0.04
20. C -0.03
21. C -0.04
22. C -0.09
23. C -0.36
24. C -0.07
25. C -0.03
26. C -0.03
27. C -0.04
28. C -0.09
29. H 0.09
30. H 0.11
31. H 0.12
32. H 0.13
33. H 0.13
34. H 0.09
35. H 0.09
36. H 0.12
37. H 0.12
38. H 0.13
39. H 0.11
40. H 0.11
41. H 0.12
42. H 0.13
43. H 0.12
44. H 0.10
45. H 0.11
46. H 0.12
47. H 0.12
48. H 0.12
49. H 0.11
50. O 0.22
51. C -0.40
52. O -0.16
53. C -0.03
54. C 0.11
55. C -0.08
56. C 0.12
57. C -0.03
58. C -0.17
59. O -0.17
60. N -0.31
61. O 0.16
62. O 0.07
63. N -0.34
64. O 0.12
65. O 0.13
66. H 0.15
67. H 0.15
68. O 0.27
69. N -0.46
70. O -0.04
71. O -0.06

(3)
Density functional theory data (ωB97M-V with the def2-TZVPD basis set) for C31H24BrCrF5N3OS as an isolated structure in a non-equilibrium geometry.

ORCA input file:
```
! RIJCOSX wB97M-V def2-TZVPD def2/J DEFGRID3
* xyz 0 4
Cr 0.7557 1.7112 -1.8669
C -3.1620 3.8555 4.1710
C -2.7321 2.5254 4.7818
C -3.5855 1.4626 4.8132
C -3.1185 0.1213 4.9473
C -4.0790 -0.9702 4.7014
C -1.8356 -0.0709 5.4284
C -0.9049 1.0276 5.6239
C 0.2585 0.8640 6.5832
C -1.3960 2.2833 5.2231
H -3.2973 3.7417 3.0918
H -2.4445 4.6757 4.3082
H -4.1350 4.1300 4.5472
H -4.6535 1.5939 4.5785
H -4.4010 -0.9659 3.6459
H -4.9787 -0.8356 5.3170
H -3.6578 -1.9657 4.9649
H -1.4657 -1.0718 5.6923
H 1.0452 1.6099 6.3804
H 0.7726 -0.1315 6.4334
H -0.0544 0.8568 7.6543
H -0.7570 3.1456 5.1816
Br 6.2005 -5.6093 -6.5342
C 5.0023 -5.7879 -5.0799
C 5.5617 -5.4276 -3.8232
C 4.8133 -5.2848 -2.6711
C 3.3815 -5.2929 -2.8369
C 2.7903 -5.9601 -3.9984
C 3.5855 -5.9893 -5.1298
N 2.5849 -4.6204 -1.9341
N 1.2832 -4.5995 -2.2059
C 0.5970 -3.4876 -1.8480
C -0.6465 -3.3255 -2.5224
C -1.1171 -2.0473 -2.7493
C -0.3793 -0.9365 -2.2906
O -0.5844 0.2473 -2.7493
C 0.7270 -1.1860 -1.4081
N 1.2159 -0.0256 -0.8632
C 2.0573 -0.1747 0.2115
C 2.4453 -1.4345 0.6551
C 2.0222 -2.6156 0.0301
C 1.1487 -2.4755 -1.0494
H 6.6565 -5.3380 -3.8499
H 5.2115 -5.0705 -1.6556
H 1.7232 -6.0789 -3.9656
H 3.1361 -6.2116 -6.1173
H -1.1865 -4.2103 -2.8539
H -1.9620 -1.8915 -3.4797
H 2.4488 0.7605 0.6168
H 3.1525 -1.4448 1.5204
H 2.3713 -3.5847 0.3343
F -4.0082 6.4435 -2.5461
C -2.9042 5.8304 -2.1275
C -1.6993 6.4925 -2.2848
F -1.6885 7.7301 -2.8872
C -0.5268 5.8525 -1.8612
F 0.5992 6.5262 -1.8635
C -0.4936 4.5095 -1.4240
S 1.0498 3.8548 -0.9866
C -1.7156 3.7997 -1.3635
F -1.7122 2.4951 -1.1798
C -2.8871 4.4898 -1.6480
F -4.0565 3.8888 -1.5001
C 0.8848 2.3485 -3.7932
H 1.8924 2.5559 -4.0775
H 0.3499 3.2637 -4.1024
H 0.5016 1.4294 -4.3085
*
```

HOMO (spin up / spin down) (eV): -7.32 / -7.17
Frontier orbital gap (spin up / spin down) (eV): 5.4 / 5.6

In elementary charge units, the natural (NBO) charges are:
1. Cr 1.26
2. C -0.63
3. C 0.01
4. C -0.22
5. C -0.01
6. C -0.63
7. C -0.22
8. C -0.01
9. C -0.63
10. C -0.22
11. H 0.22
12. H 0.22
13. H 0.22
14. H 0.20
15. H 0.22
16. H 0.22
17. H 0.22
18. H 0.20
19. H 0.22
20. H 0.21
21. H 0.23
22. H 0.20
23. Br 0.07
24. C -0.12
25. C -0.23
26. C -0.22
27. C 0.13
28. C -0.22
29. C -0.22
30. N -0.29
31. N -0.17
32. C 0.02
33. C -0.10
34. C -0.31
35. C 0.39
36. O -0.71
37. C 0.10
38. N -0.53
39. C 0.07
40. C -0.26
41. C -0.08
42. C -0.01
43. H 0.22
44. H 0.23
45. H 0.24
46. H 0.22
47. H 0.24
48. H 0.24
49. H 0.22
50. H 0.24
51. H 0.25
52. F -0.28
53. C 0.27
54. C 0.27
55. F -0.29
56. C 0.33
57. F -0.28
58. C -0.30
59. S -0.18
60. C 0.31
61. F -0.29
62. C 0.31
63. F -0.29
64. C -0.92
65. H 0.21
66. H 0.23
67. H 0.23